13
Properties=species:S:1:pos:R:3:lowdin_charge:R:1 method="wB97M-V/def2-TZVPD" spin_multiplicity=1 e_homo_ev="-7.45 / -7.45" orbital_gap_ha="0.297 / 0.297" e_lumo_ha="0.024 / 0.024"
N -1.5709 -2.9110 -1.1315 0.108
C -1.0221 -1.9098 -1.3657 -0.284
C -0.3145 -0.7067 -1.5090 -0.139
C -0.7124 0.0464 0.8072 -0.044
C 0.3458 0.8972 1.4459 -0.116
C 0.9430 0.9341 0.0111 -0.073
N -0.1492 0.0176 -0.3826 -0.137
H 0.2153 -0.4154 -2.4016 0.095
H -1.5834 -0.5177 1.1162 0.125
H 0.0421 1.8532 1.8851 0.103
H 0.9887 0.3611 2.1552 0.107
H 0.9010 1.8955 -0.5071 0.127
H 1.9166 0.4555 -0.1231 0.128

13
Properties=species:S:1:pos:R:3:lowdin_charge:R:1 method="wB97M-V/def2-TZVPD" spin_multiplicity=1 e_homo_ev=-8.61 orbital_gap_ha=0.335 e_lumo_ha=0.019 smiles="C#C/C(C)=N/N=C"
C -1.8983 -2.2389 0.6335 0.104
C -1.2537 -1.3307 0.1646 -0.121
C -0.6428 -0.1729 -0.5033 -0.288
C -1.0335 1.2614 -0.3555 -0.036
N 0.5591 -0.6315 -0.4379 0.026
N 1.6784 -0.0016 -0.6320 -0.041
C 2.5855 0.2589 0.1859 -0.035
H -2.5959 -2.9633 0.9383 0.011
H -1.9237 1.4437 -0.9521 0.075
H -1.2396 1.6097 0.6606 0.089
H -0.2389 1.9066 -0.7436 0.074
H 2.5149 0.1472 1.2723 0.076
H 3.4884 0.7112 -0.2306 0.066

13
Properties=species:S:1:pos:R:3:lowdin_charge:R:1 method="wB97M-V/def2-TZVPD" spin_multiplicity=1 e_homo_ev=-8.94 orbital_gap_ha=0.300 e_lumo_ha=-0.028
N -2.6162 0.0238 -1.4407 0.177
C -1.5371 -0.0518 -0.9986 -0.405
C -0.3134 1.4292 -0.5900 0.144
C 0.7764 0.4312 -0.4653 -0.347
C 1.0774 -0.0825 0.9471 -0.107
C -0.2223 -0.8946 0.8612 -0.110
N -0.2992 -0.6108 -0.6173 -0.005
H -0.2795 1.8428 -1.6231 0.059
H 1.5510 0.3778 -1.2284 0.134
H 1.9648 -0.7138 0.9702 0.107
H 1.1347 0.6745 1.7286 0.110
H -0.1835 -1.9717 1.0421 0.119
H -1.0531 -0.4539 1.4141 0.124

13
Properties=species:S:1:pos:R:3:lowdin_charge:R:1 method="wB97M-V/def2-TZVPD" spin_multiplicity=1 e_homo_ev=-9.14 orbital_gap_ha=0.333 e_lumo_ha=-0.003 smiles="[H]/N=C/N=C1/CC1=C"
H -1.7442 -1.5769 1.5959 0.066
N -1.2907 -0.7910 1.0929 0.072
C -1.9395 -0.4081 0.0586 -0.291
N -1.4169 0.4634 -0.9170 0.091
C -0.2618 0.9761 -0.6677 -0.278
C 0.9952 0.9754 -1.3048 -0.030
C 0.8607 0.6561 0.2163 -0.165
C 1.3056 -0.2952 1.0551 0.074
H -2.7262 -1.0791 -0.4320 0.122
H 1.3934 2.0420 -1.3787 0.135
H 1.4298 0.2887 -1.9227 0.076
H 2.1988 -0.6651 0.5289 0.074
H 1.1957 -0.5863 2.0753 0.055

13
Properties=species:S:1:pos:R:3:lowdin_charge:R:1 method="wB97M-V/def2-TZVPD" spin_multiplicity=1 e_homo_ev=-9.83 orbital_gap_ha=0.396 e_lumo_ha=0.034
H 1.8945 -0.5530 0.8890 0.074
N 1.8249 -1.3417 0.1215 0.082
C 0.9235 -0.8059 -0.6185 -0.353
N 0.7702 0.6528 -0.7824 0.011
C 0.4138 1.2457 0.6267 -0.070
C -0.5914 1.1017 -0.3701 -0.331
C -1.4013 -0.1217 -0.2684 -0.130
C -1.9248 -1.1893 0.1157 0.111
H 0.3827 -1.4998 -1.3185 0.119
H 0.9360 2.2210 0.8076 0.134
H 0.3074 0.4998 1.3513 0.088
H -1.0001 1.8500 -1.1734 0.174
H -2.5356 -2.0597 0.6193 0.092

13
Properties=species:S:1:pos:R:3:lowdin_charge:R:1 method="wB97M-V/def2-TZVPD" spin_multiplicity=1 e_homo_ev=-8.55 orbital_gap_ha=0.349 e_lumo_ha=0.035 smiles=c1cn2c(n1)CC2
C 2.0507 0.1433 -0.1448 -0.150
C 1.2670 -0.9880 -0.2438 -0.066
N 0.0751 -0.6161 0.3302 -0.041
C 0.1663 0.7228 0.5612 -0.345
N 1.3481 1.2316 0.3279 0.098
C -1.2709 0.9669 0.1437 -0.053
C -1.3878 -0.5835 0.1285 -0.081
H 3.0905 0.2514 -0.4219 0.092
H 1.4542 -1.9680 -0.6558 0.101
H -1.1856 1.3082 -0.8937 0.117
H -1.9709 1.5950 0.6925 0.100
H -1.7149 -1.0465 -0.8036 0.115
H -1.9219 -1.0171 0.9795 0.113

14
Properties=species:S:1:pos:R:3:lowdin_charge:R:1 method="wB97M-V/def2-TZVPD" spin_multiplicity=1 e_homo_ev=-9.41 orbital_gap_ha=0.362 e_lumo_ha=0.016 smiles="O=C[C@H]1[C@H]2CC=NN21"
O 1.9336 -1.4893 -0.7826 0.065
C 1.4040 -0.4978 -1.2264 -0.173
C -0.1270 -0.3636 -1.1600 -0.265
C -0.9792 -0.5919 -0.0131 -0.194
C -0.2716 -0.2132 1.3299 -0.056
C 0.0184 1.3235 1.1556 -0.089
N -0.4657 1.7393 0.0789 0.097
N -0.9614 0.6342 -0.7681 -0.070
H 2.0233 0.3735 -1.4438 0.124
H -0.6334 -0.7536 -2.1350 0.178
H -2.0575 -0.7690 -0.0936 0.147
H 0.5866 -0.6966 1.2761 0.027
H -1.0341 -0.6522 2.0756 0.142
H 0.5639 1.9567 1.7065 0.066

14
Properties=species:S:1:pos:R:3:lowdin_charge:R:1 method="wB97M-V/def2-TZVPD" spin_multiplicity=1 e_homo_ev=-8.88 orbital_gap_ha=0.355 e_lumo_ha=0.028 smiles="O=C1NC=C[C@@H]2N[C@@H]12"
O -2.3769 -0.6845 -0.3687 -0.008
C -1.2708 -0.3343 0.1815 -0.457
N -0.2568 -1.2420 0.2231 0.021
C 1.1524 -1.0967 0.1053 -0.124
C 1.6199 0.0970 -0.2258 -0.008
C 0.3275 0.9436 -0.4757 -0.192
N -0.4022 2.1092 0.0620 0.058
C -0.6450 0.9701 0.7806 -0.218
H -0.5148 -2.3253 0.1484 0.210
H 1.6441 -2.0325 0.0298 0.109
H 2.6146 0.3611 -0.2400 0.067
H -0.3643 0.5848 -1.4017 0.192
H -1.2410 2.0776 -0.6414 0.164
H -0.2866 0.5718 1.8226 0.185

14
Properties=species:S:1:pos:R:3:lowdin_charge:R:1 method="wB97M-V/def2-TZVPD" spin_multiplicity=1 e_homo_ev=-9.24 orbital_gap_ha=0.358 e_lumo_ha=0.018 smiles="O=C[C@H]1[C@H]2CC=NN21"
O 0.0404 1.2365 1.7863 0.012
C -0.5302 1.4147 0.6938 -0.189
C 0.1169 1.0731 -0.5969 -0.188
C 1.0404 -0.1324 -0.8483 -0.209
C 1.0206 -1.0254 0.3448 -0.147
C -0.4676 -1.5071 0.2919 -0.145
N -1.1134 -0.9912 -0.6146 0.025
N -0.3871 -0.1041 -1.3702 -0.033
H -1.6689 1.7666 0.7477 0.165
H 0.5110 1.9459 -1.1344 0.140
H 1.8252 -0.3077 -1.6841 0.166
H 1.4196 -0.3642 1.2265 0.133
H 1.7933 -1.8979 0.1041 0.139
H -0.7808 -2.3055 1.0315 0.132

14
Properties=species:S:1:pos:R:3:lowdin_charge:R:1 method="wB97M-V/def2-TZVPD" spin_multiplicity=1 e_homo_ev=-8.04 orbital_gap_ha=0.312 e_lumo_ha=0.016
C -1.6390 -0.6606 0.1132 -0.201
C -2.7181 0.2674 -0.3317 -0.046
C 0.3898 0.7175 0.0625 -0.439
C 1.8243 0.4881 -0.0023 -0.028
C 2.9815 0.0508 -0.1957 0.131
H 0.8904 -2.0528 0.7683 0.199
H -1.8598 -1.7204 0.6174 0.137
H -2.8738 1.5131 -0.8132 0.139
H -3.6664 -0.6146 0.1171 0.107
H 0.0500 2.5960 0.1762 0.068
H 4.1052 -0.0956 -0.2796 0.069
N -0.2572 -0.4631 0.0806 -0.204
N -0.4132 1.6855 0.2607 0.129
O 0.3771 -1.6702 -0.1064 -0.060

14
Properties=species:S:1:pos:R:3:lowdin_charge:R:1 method="wB97M-V/def2-TZVPD" spin_multiplicity=1 e_homo_ev="-8.24 / -8.42" orbital_gap_ha="0.275 / 0.284" e_lumo_ha="-0.028 / -0.025"
C 3.6827 0.3950 0.2550 -0.205
C -0.4978 -0.2168 0.0527 -0.164
C 0.4863 -0.9079 -0.6792 -0.039
C 2.3273 0.2194 0.1562 -0.223
C -2.9049 0.1820 0.1100 -0.139
N 4.7523 0.8107 0.1555 0.160
N -1.7068 -0.3743 -0.3922 -0.036
O 1.7973 -0.7100 -0.4434 0.051
H -0.1244 0.3083 0.9534 0.122
H 0.0835 -1.6571 -1.2245 0.092
H 1.7416 1.0483 0.6324 0.142
H -3.2001 -0.0351 1.1430 0.085
H -2.8363 1.2454 -0.1891 0.097
H -3.6006 -0.3078 -0.5298 0.056

14
Properties=species:S:1:pos:R:3:lowdin_charge:R:1 method="wB97M-V/def2-TZVPD" spin_multiplicity=1 e_homo_ev=-8.49 orbital_gap_ha=0.323 e_lumo_ha=0.011
C -0.2698 -1.1868 -0.0087 -0.177
C 0.9724 -1.1690 0.1521 -0.020
C 1.8478 0.0231 -0.2057 -0.520
C 1.2037 1.2508 0.0237 -0.034
C -0.0920 1.2241 -0.0548 -0.086
H -2.5262 -0.9689 -0.6717 0.150
H -2.5389 0.1960 0.9466 0.191
H -1.0476 -1.9962 0.1537 0.144
H 1.7252 -2.0244 0.0346 0.150
H 1.5073 2.4502 0.2485 0.190
H -0.5923 2.1725 0.0953 0.116
N -2.3255 0.1704 -0.3164 0.023
N -0.8428 0.0088 -0.1427 -0.232
O 2.9787 -0.1506 -0.2545 0.105

14
Properties=species:S:1:pos:R:3:lowdin_charge:R:1 method="wB97M-V/def2-TZVPD" spin_multiplicity=1 e_homo_ev=-8.61 orbital_gap_ha=0.316 e_lumo_ha=0.000 smiles="C1=NC[C@@H]2ONC=C12"
C -0.9474 -0.8646 -1.2075 -0.133
N -0.0666 -0.4315 -2.0882 0.034
C 0.9902 0.3185 -1.4455 -0.146
C 0.4077 0.5493 -0.0362 -0.273
O 1.2981 0.3414 1.1154 -0.109
N 0.2570 0.0904 2.2533 0.011
C -0.8248 -0.5322 1.5694 -0.069
C -0.6489 -0.5576 0.1463 -0.122
H -1.8478 -1.3153 -1.8634 0.154
H 1.8147 -0.2739 -1.2659 0.093
H 1.2932 1.0811 -2.1701 0.123
H -0.0664 1.4979 0.1652 0.137
H -0.0760 1.1240 2.6278 0.187
H -1.5831 -1.0275 2.1997 0.115

14
Properties=species:S:1:pos:R:3:lowdin_charge:R:1 method="wB97M-V/def2-TZVPD" spin_multiplicity=1 e_homo_ev=-9.07 orbital_gap_ha=0.369 e_lumo_ha=0.035 smiles=c1ncc(N2CC2)o1
C 2.2884 -0.7994 0.1102 -0.119
N 2.7148 0.3940 -0.0370 0.075
C 1.6709 1.2474 -0.0162 -0.045
C 0.5233 0.4802 -0.2372 -0.283
N -0.8750 0.7439 -0.1427 -0.068
C -1.6860 0.0336 0.8528 -0.081
C -1.7514 -0.1522 -0.7345 -0.186
O 0.9104 -0.7641 -0.1346 0.047
H 2.7540 -1.7595 0.1613 0.125
H 1.5853 2.2325 -0.1005 0.067
H -2.7030 0.4810 1.3581 0.147
H -1.2406 -0.8395 1.3481 0.092
H -2.6344 -0.0361 -1.4428 0.111
H -1.5567 -1.2619 -0.9850 0.117

15
Properties=species:S:1:pos:R:3:lowdin_charge:R:1 method="wB97M-V/def2-TZVPD" spin_multiplicity=1 e_homo_ev=-8.55 orbital_gap_ha=0.302 e_lumo_ha=-0.012 smiles="Cc1cnc(=O)[nH]c1O"
C -1.8538 0.7623 -0.0367 -0.054
C -0.3878 0.4760 -0.0075 -0.220
C 0.5950 1.4915 -0.1427 -0.154
N 1.8389 1.1684 -0.1100 0.133
C 2.1491 -0.3589 0.1810 -0.444
O 3.2440 -0.7019 0.5380 0.113
N 1.2977 -1.2063 -0.5609 0.193
C 0.1353 -0.8222 0.1205 -0.302
O -0.6351 -1.8749 0.5033 0.093
H -2.0310 1.8348 0.0015 0.079
H -2.3135 0.3688 -0.9479 0.087
H -2.3566 0.3057 0.8181 0.081
H 0.3212 2.5295 0.0421 0.124
H 1.5412 -2.1926 -0.5902 0.160
H -1.5443 -1.7804 0.1912 0.112

16
Properties=species:S:1:pos:R:3:lowdin_charge:R:1 method="wB97M-V/def2-TZVPD" spin_multiplicity=1 e_homo_ev=-9.30 orbital_gap_ha=0.370 e_lumo_ha=0.029
C -2.8294 -0.4717 0.2003 -0.236
C -3.1896 -0.4151 -1.1094 -0.427
C -0.8047 -0.0623 -0.6931 -0.412
C 1.0913 0.2032 -0.7439 -0.389
C 3.0230 0.4590 0.7255 0.039
N -1.4813 -0.3558 0.3636 -0.064
N 1.5540 0.2338 0.4535 -0.161
O 1.5833 0.1122 -1.8198 0.080
O 0.7874 0.3113 1.5868 0.016
S -1.8457 -0.0127 -2.0944 1.011
H -3.4854 -0.8438 0.9576 0.101
H -4.2751 -0.6089 -1.4402 0.105
H 3.5313 0.9215 -0.1930 0.120
H 3.0815 0.9007 1.7612 0.111
H 3.3911 -0.5462 0.7331 0.073
H -0.1317 0.1748 1.3120 0.033

16
Properties=species:S:1:pos:R:3:lowdin_charge:R:1 method="wB97M-V/def2-TZVPD" spin_multiplicity=1 e_homo_ev=-9.28 orbital_gap_ha=0.341 e_lumo_ha=0.000
O -3.4980 0.0843 0.0167 -0.030
C -2.3715 -0.7436 0.0431 -0.185
C -1.1400 0.0991 0.0948 -0.324
N -1.0114 1.3891 0.0739 0.164
C 0.3521 1.6078 0.1053 -0.026
C 0.9796 0.4145 0.2836 -0.182
O 0.0247 -0.5541 0.1790 0.108
C 2.3816 -0.0183 0.3902 -0.433
N 2.8858 -0.8304 -0.5352 0.095
H -4.2862 -0.4647 0.0232 0.095
H -2.3641 -1.4087 0.9247 0.136
H -2.3059 -1.3883 -0.8509 0.136
H 0.7950 2.5774 -0.1029 0.129
O 3.2659 0.9109 0.5089 -0.048
H 2.3571 -1.6847 -0.6709 0.082
H 3.9356 0.0097 -0.4836 0.285

The evaluated relative energy (zero: lowest compared OMol25 entry of this formula, charge and spin) for the records listed, in turn: 281.6 469.3 587.0 499.7 517.9 167.5 453.8 474.4 377.7 816.1 472.9 490.6 466.8 348.1 235.8 420.1 332.5 kJ/mol.
The evaluated maximum force for the records listed, in turn: 1.0 4.1 1.5 5.3 5.5 0.3 6.2 6.4 5.2 5.2 6.9 9.0 5.5 5.5 5.9 5.4 6.2 eV Å⁻¹.
The evaluated E for the records listed, in turn: -8259.4403 -8257.4949 -8256.2743 -8257.1799 -8256.9906 -8260.6224 -10304.9005 -10304.6865 -10305.6885 -10301.1448 -10304.7026 -10304.5192 -10304.7658 -10305.9958 -12355.1766 -23189.3452 -14401.4656 eV.